# C11H16N4O5

A single C11H16N4O5 molecule in a non-equilibrium geometry (the ωB97M-V functional and the def2-TZVPD basis, OMol25).

Calculated values
Molecular weight (g/mol): 284.272
Highest occupied orbital energy (eV): -8.75
E (eV): -27865.6339
Energy above the lowest of the compared OMol25 structures with the same formula, charge and spin (kcal per mole): 19.6
SMILES string: N[C@@H](Cc1c[nH]cn1)C(=O)N[C@@H](CCC(=O)O)C(=O)O

CARTESIAN COORDINATES (ANGSTROEM)
N1 -2.089 3.104 -0.344
C1 -1.557 1.767 -0.252
C2 -2.553 0.789 -0.950
C3 -2.569 -0.592 -0.433
C4 -3.440 -1.187 0.471
N2 -3.036 -2.507 0.591
C5 -1.933 -2.636 -0.215
N3 -1.586 -1.533 -0.790
C6 -0.196 1.688 -0.914
O1 -0.057 2.340 -1.957
N4 0.762 0.809 -0.479
C7 0.909 0.058 0.741
C8 1.618 -1.295 0.592
C9 3.121 -1.197 0.369
C10 3.450 -0.707 -1.014
O2 3.463 0.460 -1.317
O3 3.757 -1.675 -1.875
C11 1.465 0.888 1.922
O4 1.674 0.459 3.022
O5 1.647 2.163 1.589
H1 -1.566 3.730 0.258
H2 -1.963 3.449 -1.303
H3 -1.442 1.476 0.803
H4 -3.588 1.276 -0.891
H5 -2.332 0.727 -2.032
H6 -4.234 -0.757 1.109
H7 -3.363 -3.195 1.245
H8 -1.559 -3.659 -0.444
H9 1.480 0.977 -1.156
H10 -0.133 -0.125 1.065
H11 1.444 -1.902 1.495
H12 1.163 -1.758 -0.297
H13 3.621 -2.181 0.471
H14 3.560 -0.530 1.121
H15 4.116 -1.273 -2.677
H16 1.947 2.551 2.476

Forces on the atoms, in the same order (eV/Å):
N -0.29 0.64 -0.01
C -0.05 -0.54 0.36
C -0.94 1.02 -0.56
C 0.07 -1.42 1.37
C 0.13 0.58 0.14
N 0.52 0.83 -0.58
C -0.30 -1.85 0.40
N -0.94 0.82 -0.66
C -0.87 -0.24 -0.96
O 0.61 -0.80 1.16
N -0.53 1.14 -1.24
C -0.96 0.56 0.61
C -0.36 -0.08 -0.34
C 0.67 -0.72 0.14
C 0.26 0.91 0.47
O 0.19 0.04 -0.25
O 0.24 -0.65 -0.01
C -0.18 -0.61 -1.14
O 0.05 -0.27 0.28
O 0.63 1.03 2.05
H 0.00 0.01 -0.09
H 0.06 -0.24 0.45
H -0.40 0.20 -0.12
H 1.42 -0.75 0.19
H 0.08 0.22 0.41
H 0.55 -0.41 -0.75
H -0.19 -0.01 -0.07
H 0.11 1.10 0.42
H 1.33 -0.63 0.31
H 0.44 -0.34 -0.02
H -0.12 0.28 -0.43
H -0.08 -0.17 0.50
H -0.53 0.43 0.13
H 0.05 -0.01 -0.35
H -0.23 0.17 -0.13
H -0.42 -0.23 -1.66

So, what does the Mulliken scheme give us? The charges, in e, come out as: atom 1 (N): -0.79, atom 2 (C): 0.35, atom 3 (C): -0.91, atom 4 (C): 0.28, atom 5 (C): -0.54, atom 6 (N): -0.10, atom 7 (C): -0.30, atom 8 (N): -0.39, atom 9 (C): -0.01, atom 10 (O): -0.73, atom 11 (N): 0.29, atom 12 (C): 0.73, atom 13 (C): -1.15, atom 14 (C): -0.79, atom 15 (C): 0.56, atom 16 (O): -0.62, atom 17 (O): -0.46, atom 18 (C): 0.21, atom 19 (O): -0.60, atom 20 (O): -0.42, atom 21 (H): 0.29, atom 22 (H): 0.30, atom 23 (H): 0.46, atom 24 (H): 0.41, atom 25 (H): 0.29, atom 26 (H): 0.40, atom 27 (H): 0.20, atom 28 (H): 0.41, atom 29 (H): 0.14, atom 30 (H): -0.01, atom 31 (H): 0.42, atom 32 (H): 0.49, atom 33 (H): 0.41, atom 34 (H): 0.41, atom 35 (H): 0.36, atom 36 (H): 0.39